Entry 1:
{
  "formula": "C15H18N3O5",
  "method": "the ωB97M-V functional and the def2-TZVPD basis",
  "charge": -1,
  "lumo_ha": 0.1076,
  "max_force_ev_per_a": 1.9,
  "symbols": ["O", "O", "O", "O", "O", "C", "C", "C", "C", "C", "C", "C", "C", "C", "C", "N", "N", "N", "C", "C", "C", "C", "C", "H", "H", "H", "H", "H", "H", "H", "H", "H", "H", "H", "H", "H", "H", "H", "H", "H", "H"],
  "positions_angstrom": [[-4.8554, 0.3037, -0.7650], [4.1313, 1.5441, 1.7799], [0.4327, -1.0096, 1.8430], [-3.0147, -0.8305, 2.7897], [0.3664, 0.0609, -0.0940], [-4.3870, -0.6546, -0.1669], [3.8719, 1.9390, 0.6525], [0.0142, -0.8597, 0.6775], [-2.4459, -1.7732, 2.2448], [2.1920, 2.9736, -3.5386], [3.3333, 3.7898, -3.5982], [1.9422, 2.1981, -2.3984], [4.2269, 3.8360, -2.5178], [2.8387, 2.2457, -1.3358], [3.9700, 3.0561, -1.3854], [2.8056, 1.5764, -0.1285], [-1.9980, -2.7575, 3.0321], [-3.0751, -0.7816, 0.0113], [-5.3186, -1.7368, 0.3386], [4.7499, 2.9305, -0.1029], [-1.3252, -3.9956, 2.6498], [-0.9284, -1.9342, 0.1297], [-2.3633, -1.8765, 0.6940], [1.4966, 2.9406, -4.3716], [3.5207, 4.3898, -4.4828], [1.0654, 1.5592, -2.3201], [5.1076, 4.4688, -2.5573], [2.0232, 0.9836, 0.1888], [-2.0467, -2.5362, 4.0137], [-2.5130, 0.0018, -0.2902], [-6.3431, -1.4427, 0.1217], [-5.0896, -2.6720, -0.1647], [-5.1911, -1.8380, 1.4143], [4.8126, 3.8803, 0.4320], [5.7481, 2.5208, -0.2690], [-1.3659, -4.7045, 3.4770], [-0.2775, -3.7780, 2.4272], [-1.8011, -4.4400, 1.7756], [-0.4953, -2.9120, 0.3353], [-0.9754, -1.8507, -0.9582], [-2.8391, -2.8148, 0.4170]],
  "forces_ev_per_a": [[-0.06, 0.33, -0.13], [-0.39, 0.11, -0.68], [-0.57, -0.47, -0.01], [0.14, -0.03, -0.68], [-0.16, 0.47, -0.89], [-1.25, 0.30, -0.31], [0.57, -0.49, 1.49], [1.08, 0.10, 0.98], [-0.80, 1.44, 0.13], [0.58, 0.07, 0.62], [-0.20, -0.23, 0.18], [-0.23, -0.12, -0.15], [-0.53, -0.52, 0.25], [0.01, 0.35, -0.56], [0.58, 1.00, -1.12], [0.06, -0.10, 0.60], [0.34, -1.61, 0.02], [1.36, -0.96, 0.84], [0.33, 0.16, 0.14], [-0.77, -0.07, -0.88], [0.27, 0.75, -0.02], [-0.26, -0.15, -0.17], [0.15, 0.36, -0.18], [0.09, 0.01, 0.10], [0.00, -0.04, 0.07], [0.12, 0.10, -0.02], [-0.05, -0.02, -0.01], [-0.14, -0.09, -0.13], [0.00, 0.10, -0.12], [0.05, 0.04, 0.04], [0.13, 0.03, -0.06], [-0.03, -0.26, 0.08], [0.02, -0.22, 0.09], [0.09, -0.17, 0.11], [-0.04, 0.02, 0.21], [-0.12, 0.06, -0.05], [0.03, -0.17, -0.07], [0.00, -0.05, 0.04], [0.05, 0.03, 0.21], [-0.20, 0.07, 0.05], [-0.24, -0.15, -0.02]],
  "nbo_charge": [-0.6550, -0.6061, -0.7498, -0.6433, -0.8061, 0.6873, 0.6803, 0.7521, 0.6814, -0.2023, -0.2635, -0.2743, -0.1930, 0.2477, -0.0807, -0.6304, -0.6058, -0.5961, -0.7177, -0.5265, -0.4165, -0.5114, -0.1210, 0.2072, 0.2000, 0.2461, 0.1996, 0.4813, 0.4020, 0.4248, 0.2331, 0.2104, 0.2367, 0.2390, 0.2375, 0.1976, 0.2178, 0.1887, 0.2112, 0.2183, 0.1994]
}

=====

Entry 2:
{
  "formula": "C15H18N4O3S",
  "method": "the ωB97M-V functional and the def2-TZVPD basis",
  "de_lowest_kj_mol": 220.1,
  "lumo_ha": 0.0244,
  "smiles": "COc1ccccc1-n1cnnc1SCC(=O)N1CCOCC1",
  "max_force_ev_per_a": 1.2,
  "symbols": ["C", "H", "O", "C", "C", "C", "C", "C", "C", "N", "C", "N", "N", "C", "S", "C", "H", "C", "O", "N", "C", "H", "C", "H", "O", "C", "H", "C", "H", "H", "H", "H", "H", "H", "H", "H", "H", "H", "H", "H", "H"],
  "positions_angstrom": [[-0.5403, -2.4678, 0.1113], [-0.6449, -3.0491, -0.8099], [-0.9111, -1.1187, -0.0908], [-2.2313, -0.8108, -0.1231], [-3.2587, -1.7323, -0.2941], [-4.5770, -1.3147, -0.3499], [-4.8999, 0.0254, -0.2385], [-3.8919, 0.9556, -0.0615], [-2.5695, 0.5472, 0.0061], [-1.5576, 1.5108, 0.1738], [-1.3681, 2.6471, -0.5618], [-0.3145, 3.2846, -0.1590], [0.2145, 2.6050, 0.8697], [-0.5208, 1.5407, 1.0679], [-0.2988, 0.3719, 2.3306], [1.5115, 0.5004, 2.5476], [1.7906, 1.5414, 2.4250], [2.1926, -0.4905, 1.6177], [2.1804, -1.6794, 1.8935], [2.8125, -0.0319, 0.5114], [2.7913, 1.2913, -0.0731], [2.2435, 2.0080, 0.5356], [2.1166, 1.2070, -1.4495], [2.1393, 2.1789, -1.9428], [2.7798, 0.3004, -2.2973], [2.7875, -0.9896, -1.7306], [3.3248, -1.6321, -2.4298], [3.4767, -0.9838, -0.3637], [3.4322, -1.9697, 0.0999], [4.5211, -0.6765, -0.4831], [1.7549, -1.3533, -1.6169], [1.0701, 0.8917, -1.3179], [3.8254, 1.6312, -0.2011], [1.6902, 0.1695, 3.5708], [-2.0035, 2.9430, -1.3700], [-4.1213, 2.0058, 0.0412], [-5.9281, 0.3470, -0.2838], [-5.3561, -2.0490, -0.4859], [-3.0307, -2.7806, -0.3994], [-1.1341, -2.9225, 0.9071], [0.5029, -2.4517, 0.4243]],
  "forces_ev_per_a": [[0.17, -0.32, 0.04], [-0.06, 0.02, 0.04], [-0.50, 0.32, -0.38], [0.14, 0.10, -0.05], [0.21, -0.10, 0.04], [-0.04, 0.08, 0.02], [-0.10, -0.01, -0.06], [0.15, -0.11, 0.05], [-0.30, -0.47, -0.05], [0.67, 0.36, 0.16], [-0.01, -0.01, -0.10], [-0.27, 0.76, -0.85], [0.11, -0.52, 0.82], [0.04, 0.02, 0.06], [0.11, -0.04, 0.64], [-0.39, -0.07, -0.20], [0.08, 0.00, 0.06], [0.11, 0.25, 0.10], [-0.16, -0.33, 0.32], [0.23, -0.09, -0.18], [-0.17, 0.36, -0.29], [0.16, -0.14, -0.03], [0.01, 0.34, 0.33], [-0.04, -0.02, 0.06], [0.10, -0.03, -0.20], [0.21, -0.15, 0.22], [-0.05, -0.03, 0.07], [-0.11, -0.34, -0.26], [0.06, 0.12, -0.09], [-0.04, -0.03, -0.01], [0.05, -0.01, -0.01], [0.02, 0.06, 0.03], [-0.05, 0.01, 0.00], [0.04, 0.04, -0.11], [-0.20, 0.01, -0.20], [0.00, 0.10, 0.04], [-0.10, 0.03, 0.00], [-0.07, -0.07, -0.01], [0.06, -0.08, -0.01], [0.00, 0.01, 0.00], [-0.07, -0.02, -0.02]],
  "nbo_charge": [-0.2689, 0.1755, -0.5151, 0.3846, -0.2984, -0.1812, -0.2363, -0.1837, 0.0439, -0.3803, 0.1474, -0.2743, -0.3421, 0.1778, 0.3052, -0.6029, 0.2558, 0.6716, -0.6575, -0.4259, -0.2691, 0.2573, -0.0765, 0.2058, -0.5227, -0.0762, 0.1969, -0.2592, 0.2491, 0.1974, 0.1645, 0.1640, 0.1947, 0.2590, 0.2125, 0.2240, 0.2209, 0.2192, 0.2260, 0.1857, 0.2312]
}

=====

Entry 3:
{
  "formula": "C15H18N4O4",
  "method": "the ωB97M-V functional and the def2-TZVPD basis",
  "de_lowest_kj_mol": 805.8,
  "lumo_ha": -0.0049,
  "smiles": "NC(=O)C[C@H](N)C(=O)N[C@@H](Cc1c[nH]c2ccccc12)C(=O)O",
  "max_force_ev_per_a": 8.6,
  "symbols": ["C", "C", "C", "C", "C", "C", "C", "C", "C", "C", "C", "C", "C", "C", "C", "H", "H", "H", "H", "H", "H", "H", "H", "H", "H", "H", "H", "H", "H", "H", "H", "H", "H", "N", "N", "N", "N", "O", "O", "O", "O"],
  "positions_angstrom": [[2.6355, -0.0631, 2.7739], [1.9523, -0.1915, 1.4561], [3.0570, -1.5287, 3.2414], [4.5166, -2.0955, 2.8775], [-0.0914, -0.2416, 0.1115], [0.3019, 0.9833, -0.6145], [-1.6332, -0.4129, 0.3062], [-2.3020, -0.6135, -1.0631], [-3.1177, -1.6111, -1.6520], [-2.7246, 0.6000, -1.9208], [-3.7315, 0.2725, -2.8933], [-2.2993, 1.9425, -1.7513], [-4.2731, 1.0982, -3.8006], [-3.0629, 2.9703, -2.5637], [-3.9638, 2.5269, -3.5632], [1.1219, 1.3347, 3.6548], [2.1315, 0.1419, 4.7970], [3.6341, 0.4440, 2.9879], [2.2045, -2.3165, 2.9806], [3.1595, -1.4654, 4.4096], [4.1744, -1.0482, 1.2121], [5.8715, -1.7652, 1.2593], [0.2102, -0.1047, 2.3622], [0.2133, -1.0969, -0.7135], [-1.8831, 0.7309, 0.5347], [-1.8678, -1.0605, 1.1689], [-3.2407, -2.6431, -1.4389], [-4.7790, -1.6138, -3.1860], [-1.4094, 2.2753, -1.1011], [-5.0360, 0.5062, -4.4339], [-2.6810, 4.0235, -2.4022], [-4.6569, 3.4195, -4.0127], [0.8839, 1.9859, 0.9845], [1.5583, 0.2668, 3.9226], [4.9576, -1.5306, 1.7322], [0.5741, -0.3102, 1.4135], [-3.7989, -1.1222, -2.7850], [2.5301, -0.5090, 0.2948], [4.9868, -3.0898, 3.4341], [-0.1083, 1.0017, -1.8816], [1.0074, 2.0109, 0.0639]],
  "forces_ev_per_a": [[0.00, -1.45, 3.89], [0.58, -2.79, -6.33], [-0.18, -1.39, 1.77], [-1.38, -1.93, -0.96], [0.36, -3.36, -0.43], [-1.10, 1.13, -6.01], [0.36, 3.45, -1.32], [-3.60, 0.16, -2.02], [1.22, 2.40, 0.14], [1.11, 1.37, 2.07], [3.40, -2.11, 2.39], [-2.08, 1.67, -1.43], [-1.35, 1.87, -0.15], [2.26, -2.44, 0.98], [-2.18, 1.19, -0.36], [2.09, -3.54, 1.92], [-1.25, 1.17, -1.01], [-1.65, 0.33, -1.40], [2.03, 1.58, 0.59], [-0.53, -0.29, -2.07], [1.64, -0.49, -0.04], [-1.80, 0.15, 0.95], [-0.78, -0.41, -1.09], [-0.21, 1.79, 2.65], [-0.37, -2.48, 0.24], [0.01, 0.13, -0.78], [-0.03, -0.63, 0.39], [3.90, 1.48, 1.69], [-2.52, -0.26, -1.15], [1.07, 2.11, 0.38], [-1.14, -1.24, -0.53], [1.94, -2.57, 0.56], [-0.41, -0.52, 1.93], [0.62, 2.70, -2.99], [0.28, 0.86, -0.96], [2.10, 0.92, 1.66], [-4.07, -1.97, -1.20], [-0.98, 1.91, 5.42], [-0.44, 2.02, -0.08], [4.60, 0.54, 7.19], [-1.51, -1.04, -4.50]],
  "nbo_charge": [-0.1951, 0.6515, -0.4926, 0.6694, -0.1822, 0.7852, -0.4101, -0.1134, 0.0183, -0.0684, 0.1202, -0.1601, -0.2661, -0.2609, -0.2116, 0.3670, 0.3966, 0.2605, 0.2563, 0.2275, 0.4327, 0.4173, 0.4341, 0.2923, 0.2155, 0.2461, 0.2088, 0.4058, 0.2258, 0.2238, 0.2254, 0.2230, 0.4805, -0.8795, -0.8524, -0.6361, -0.5577, -0.6602, -0.6104, -0.5576, -0.6693]
}

=====

- What is the formula in the second record?
  C15H18N4O3S